(1)
30
Properties=species:S:1:pos:R:3:lowdin_charge:R:1 method="wB97M-V/def2-TZVPD" homo_lumo_gap_ha=0.3611 e_above_lowest_kj_mol=145.83 lumo_energy_ha=0.0383 e_tot_ev=-21986.4001
C 1.85948 -1.22173 1.27075 -0.07
C 3.04799 -0.84313 0.39536 -0.27
O 3.25762 0.55247 0.27357 -0.17
C 2.55962 1.20770 -0.76593 -0.28
C 1.19196 1.78493 -0.33821 -0.40
P -0.21579 1.21861 -1.40279 0.90
C -1.63267 1.47281 -0.23610 -0.44
C -1.79336 0.59231 1.00455 -0.23
C -2.43017 -0.78303 0.80400 -0.24
O -1.81996 -1.58808 -0.18680 -0.22
C -2.47647 -1.57784 -1.43223 -0.13
H 1.77109 -0.49287 2.08354 0.08
H 2.01308 -2.20709 1.71725 0.07
H 0.91799 -1.24383 0.71882 0.05
H 2.94205 -1.27611 -0.61029 0.11
H 3.97694 -1.23410 0.81957 0.12
H 2.44824 0.52069 -1.61931 0.10
H 3.21760 2.01489 -1.09808 0.12
H 1.02231 1.54745 0.71553 0.07
H 1.22686 2.87614 -0.41997 0.07
H 0.01661 -0.15606 -1.19194 -0.06
H -1.47348 2.51163 0.08656 0.07
H -2.56699 1.49120 -0.81136 0.06
H -0.82920 0.48381 1.51185 0.09
H -2.45363 1.11253 1.71185 0.11
H -3.50019 -0.66804 0.57980 0.12
H -2.35528 -1.34176 1.74240 0.12
H -1.79957 -2.02520 -2.16103 0.09
H -3.40189 -2.16694 -1.39905 0.09
H -2.72079 -0.56139 -1.76234 0.07



(2)
55
Properties=species:S:1:pos:R:3:lowdin_charge:R:1 method="wB97M-V/def2-TZVPD" homo_lumo_gap_ha=0.3338 e_above_lowest_kj_mol=56.39 lumo_energy_ha=0.0225 e_tot_ev=-30350.6956
C 5.32686 -0.67973 -5.88452 -0.01
C 4.55084 -0.01274 -4.80633 -0.33
C 4.92663 0.49471 -3.59882 -0.02
C 3.75314 1.01664 -2.99961 -0.01
C 2.74195 0.79502 -3.88454 -0.26
O 3.22191 0.16193 -4.98403 0.07
C 1.27957 1.07655 -3.81016 -0.07
N 0.57691 0.06223 -3.03216 -0.08
C 0.04763 0.41783 -1.83909 -0.43
O 0.07657 1.56745 -1.43884 0.06
C -0.64806 -0.68075 -1.04121 -0.21
C -0.60173 -0.32395 0.44171 -0.11
N -1.41593 -1.19794 1.25669 -0.04
C -2.48257 -1.90324 0.81961 -0.45
O -3.17123 -2.56997 1.57211 0.05
C -2.76932 -1.89981 -0.67430 -0.08
C -2.12206 -0.75976 -1.44289 -0.14
H -2.60337 0.18859 -1.19630 0.13
H -2.23476 -0.91917 -2.51754 0.11
H -3.85412 -1.89060 -0.79331 0.12
H -2.41493 -2.86217 -1.05684 0.13
C -1.14407 -1.18582 2.68133 -0.11
H -1.64285 -2.06828 3.08860 0.12
C -1.67030 0.07357 3.39666 -0.30
C -2.27573 -0.29635 4.75286 -0.17
C -2.83256 0.93688 5.45787 -0.20
C -1.74194 1.98608 5.64674 -0.21
C -1.13391 2.36111 4.29962 -0.20
C -0.57661 1.12441 3.59969 -0.17
H 0.21984 0.69404 4.21274 0.12
H -0.14212 1.41464 2.64179 0.10
H -0.33757 3.09522 4.43991 0.11
H -1.90120 2.81765 3.67013 0.12
H -2.15634 2.87362 6.12954 0.11
H -0.96141 1.58458 6.29739 0.11
H -3.24874 0.65193 6.42639 0.11
H -3.64171 1.36039 4.85842 0.11
H -1.50473 -0.75529 5.37682 0.12
H -3.07194 -1.02833 4.60612 0.12
H -2.46533 0.50396 2.77782 0.15
H -0.06524 -1.28801 2.83288 0.13
H 0.43031 -0.38766 0.80450 0.14
H -0.92814 0.71818 0.55009 0.13
H -0.16624 -1.64736 -1.19990 0.14
C 0.64691 -1.28970 -3.53864 -0.03
H 1.00124 -1.25124 -4.56683 0.09
H -0.33268 -1.76712 -3.53229 0.09
H 1.34739 -1.90146 -2.96234 0.10
H 1.10368 2.02949 -3.30644 0.13
H 0.86146 1.10698 -4.82115 0.14
H 3.66903 1.49690 -2.04663 0.11
H 5.91486 0.50060 -3.18683 0.11
H 4.94865 -1.68600 -6.06197 0.08
H 6.37253 -0.73801 -5.59901 0.08
H 5.24154 -0.12073 -6.81556 0.08



(3)
11
Properties=species:S:1:pos:R:3:lowdin_charge:R:1 method="wB97M-V/def2-TZVPD" homo_lumo_gap_ha=0.3164 e_above_lowest_kj_mol=548.57 lumo_energy_ha=-0.0164 e_tot_ev=-11720.2715
C -0.44565 0.60798 -0.49704 -0.31
C 0.34535 -1.10285 0.94166 -0.13
C 1.78512 0.31578 -0.13359 -0.15
H -2.44663 -0.26926 -0.25606 0.13
H 0.51720 -1.86855 1.68732 0.12
H 2.86978 0.65109 -0.28187 0.16
N -1.56387 1.01482 -1.19194 0.01
N -0.66053 -0.51087 0.48359 0.12
N 1.66987 -0.73917 0.44362 0.09
O -2.79292 0.57159 -0.81037 -0.08
O 0.72228 1.32942 -0.38534 0.04



(4)
21
Properties=species:S:1:pos:R:3:lowdin_charge:R:1 method="wB97M-V/def2-TZVPD" homo_lumo_gap_ha=0.3332 total_charge=+1 e_above_lowest_kj_mol=112.66 lumo_energy_ha=-0.1545 e_tot_ev=-12919.5503
C -2.31733 1.24468 -0.23919 -0.02
C -3.05440 0.07540 0.02405 0.01
C -0.91491 1.27414 -0.14506 -0.02
C -2.35058 -1.13089 0.13136 0.04
C -0.27201 0.11288 0.00520 -0.14
C -1.00245 -1.09846 0.04285 -0.22
C 1.18251 -0.24193 0.04976 -0.38
C 1.99744 0.10723 1.24767 -0.02
N -0.10986 -2.14083 0.05355 0.07
N 1.07822 -1.89584 -0.05720 0.14
N 2.08142 0.07487 -1.11973 0.24
H -2.80694 2.21207 -0.30859 0.12
H -4.07446 0.02162 -0.03679 0.09
H -0.40719 2.22985 -0.36029 0.13
H -2.81790 -1.99973 0.37233 0.10
H 2.84543 -0.56699 1.25662 0.09
H 1.56593 -0.10280 2.18000 0.08
H 2.44712 1.20321 1.23727 0.15
H 1.49992 0.47618 -1.83476 0.16
H 2.67946 -0.63106 -1.67059 0.22
H 2.75059 0.77640 -0.82844 0.15



(5)
88
Properties=species:S:1:pos:R:3:lowdin_charge:R:1 method="wB97M-V/def2-TZVPD" homo_lumo_gap_ha="0.1411 / 0.1288" s_squared=0.803 total_charge=+4 lumo_energy_ha="-0.5314 / -0.5363" e_tot_ev=-76732.0268 spin_multiplicity=2
Re 0.34196 0.05493 -1.18406 1.16
O -6.09543 0.49587 1.01366 -0.02
C -5.36151 1.68982 1.10437 -0.17
C -4.00832 1.42390 0.53900 -0.10
C -2.85625 2.02540 1.05612 0.07
C -1.63354 1.65344 0.56281 -0.07
N -1.48503 0.74564 -0.43586 -0.06
C -2.61689 0.24888 -1.03196 -0.16
C -3.86396 0.54380 -0.53741 0.08
C -2.39398 -0.57203 -2.22811 -0.17
C -3.41003 -1.03479 -3.03515 0.11
C -3.11624 -1.74955 -4.20012 -0.10
C -4.22246 -2.23169 -5.07294 -0.19
O -5.43856 -1.84858 -4.50578 -0.02
C -1.77229 -1.98749 -4.49387 0.05
C -0.80886 -1.50607 -3.63903 -0.11
N -1.09003 -0.79503 -2.52760 -0.09
H -6.99543 0.63243 1.33039 0.13
H -5.28526 2.06330 2.13080 0.15
H -5.81661 2.49838 0.50934 0.17
H -2.91336 2.74789 1.85954 0.15
H -0.73091 2.07878 0.97154 0.07
H -4.74986 0.09254 -0.96155 0.14
H -4.44960 -0.85051 -2.80443 0.13
H -4.13182 -3.32368 -5.17373 0.16
H -4.08227 -1.82438 -6.08442 0.16
H -6.17828 -2.11784 -5.05912 0.13
H -1.47390 -2.54249 -5.37401 0.15
H 0.23430 -1.70256 -3.84889 0.07
I 2.38794 0.03043 -2.90137 1.35
C 4.31081 0.46268 -2.11217 -0.50
C 5.26067 0.15962 -3.06502 -0.13
C 6.60654 0.39928 -2.80513 -0.01
C 6.94910 0.97536 -1.60839 0.05
C 5.97654 1.30974 -0.63828 -0.12
C 6.41600 1.93378 0.54526 0.05
C 5.52985 2.27487 1.53250 0.01
C 4.18322 1.97923 1.35349 -0.05
C 3.68231 1.36552 0.20702 -0.26
P 1.85457 1.15346 0.39611 0.93
C 1.72419 0.33292 2.00331 -0.39
C 2.61767 -0.71157 2.27348 -0.09
C 2.50774 -1.43096 3.45094 -0.03
C 1.49964 -1.13366 4.36082 -0.02
C 0.60543 -0.10379 4.09282 -0.04
C 0.70561 0.62003 2.91635 -0.10
C 1.29965 2.88539 0.44247 -0.41
C 0.98801 3.44969 -0.79847 -0.13
C 0.63194 4.78482 -0.89069 -0.03
C 0.57391 5.56048 0.26136 -0.01
C 0.84420 4.99306 1.50039 -0.02
C 1.21170 3.65673 1.59868 -0.08
C 4.57833 1.03444 -0.84655 -0.18
H 4.97725 -0.27342 -4.01796 0.10
H 7.35057 0.15743 -3.55115 0.14
H 7.98665 1.19043 -1.38481 0.15
H 7.47196 2.14764 0.65407 0.15
H 5.86320 2.75943 2.43975 0.14
H 3.50070 2.22710 2.15327 0.11
H 3.40927 -0.94263 1.56986 0.11
H 3.21941 -2.21739 3.66610 0.13
H 1.40784 -1.70233 5.27542 0.13
H -0.16607 0.13785 4.81186 0.13
H 0.01771 1.43801 2.74121 0.09
H 1.04507 2.84701 -1.70959 0.07
H 0.40914 5.22437 -1.85413 0.13
H 0.31717 6.60910 0.19196 0.13
H 0.77601 5.59295 2.39856 0.13
H 1.42143 3.23432 2.57396 0.11
O -3.74116 -1.99636 1.01070 -0.04
C -3.56492 -3.32507 1.47809 -0.20
N -2.86163 -3.38120 2.74508 0.13
C -1.53659 -3.18940 2.90381 -0.44
O -0.95661 -3.07628 3.95786 0.13
C -0.70054 -3.11529 1.63199 -0.08
C 0.02731 -4.20961 1.17269 0.09
C 0.85084 -4.04921 0.06263 0.03
C 0.91895 -2.81766 -0.54900 -0.10
N 0.21848 -1.75636 -0.09046 -0.09
C -0.56998 -1.90041 0.99127 -0.04
H -4.52492 -1.60885 1.42096 0.09
H -2.97992 -3.83905 0.71886 0.13
H -4.51356 -3.84430 1.59616 0.15
H -3.40180 -3.44716 3.59842 0.17
H -0.05240 -5.17206 1.66448 0.16
H 1.43028 -4.87154 -0.33393 0.14
H 1.54112 -2.67534 -1.42184 0.09
H -1.13137 -1.04461 1.33541 0.12



(6)
15
Properties=species:S:1:pos:R:3:lowdin_charge:R:1 method="wB97M-V/def2-TZVPD" homo_lumo_gap_ha=0.2144 e_above_lowest_kj_mol=655.86 lumo_energy_ha=-0.1211 e_tot_ev=-26410.8792
S 3.87546 0.41502 -0.08981 0.16
S -3.22757 0.34443 -0.47797 0.59
C -1.69638 -0.13001 0.17091 -0.72
C -0.34625 0.54445 -0.38504 -0.22
C 0.90636 0.02011 0.28820 -0.33
N 1.13415 -1.40639 0.11360 0.00
H -2.62660 2.09022 -1.27660 0.11
H -1.75582 0.10935 1.22523 0.04
H -1.75452 -1.22947 0.03169 0.06
H -0.33656 0.38305 -1.47344 0.11
H -0.35255 1.60356 -0.04242 0.11
H 1.92121 0.41176 -0.07596 -0.10
H 1.03765 0.21150 1.32134 0.10
H 2.00588 -1.53196 -0.33907 0.00
H 1.21552 -1.83560 1.00935 0.07